# 1
C3H16N2O3 as an isolated structure in a non-equilibrium geometry. Source: the Open Molecules 2025 dataset; level of theory: wB97M-V/def2-TZVPD.

Summary:
HOMO-LUMO gap (eV): 3.985
Max |F| (Eh/bohr): 0.115
LUMO level (Eh): -0.1559
2S+1: 1
Energy above the lowest of the compared OMol25 structures with the same formula, charge and spin (kcal per mole): 168.0
HOMO level (eV): -8.226

Structure (XYZ):
```
24
Properties=species:S:1:pos:R:3:forces:R:3:lowdin_charge:R:1
N 3.41878 -0.56369 0.20011 -1.8720 1.0578 0.0950 0.0995
C 1.00475 -1.01581 0.60999 -5.7341 -1.3785 -0.4266 0.0532
C 0.26455 -0.24870 -0.43969 2.2935 0.5150 0.8286 -0.1822
C 0.24455 1.22623 -0.08318 0.6428 1.1600 -0.0041 -0.2655
N 1.56025 1.83285 -0.27720 0.0371 0.0388 -0.4391 0.0374
H 3.95492 -0.35213 1.03635 -0.4817 -0.6539 0.1704 0.0594
H 0.87330 -2.09291 0.48013 1.1081 -0.1190 -0.1596 0.1226
H 0.72775 -0.76773 1.63466 0.7414 0.5290 0.1557 0.1162
H 2.23933 -0.84785 0.41095 4.7805 0.6010 -0.7930 0.0192
H -0.76189 -0.68092 -0.29949 -0.0898 -0.0618 0.2589 0.1466
H 0.67957 -0.45210 -1.42736 -0.4108 -0.1134 -0.2074 0.1361
H -0.43273 1.82392 -0.67789 -0.4315 -0.4430 0.0443 0.0937
H -0.02251 1.35334 0.96699 -0.3177 -0.2854 -0.0471 0.1167
H 2.35333 1.25497 -0.04999 0.0363 -0.1001 0.0218 0.0151
H 1.68735 2.16344 -1.22650 -0.0172 0.0978 0.1050 0.0806
H -1.96745 -1.15972 2.26328 -0.3109 0.1616 -0.2631 0.0052
H -2.68081 -0.83181 0.73655 -0.0419 0.3011 -0.1923 -0.0389
O -1.87984 -0.61565 1.47050 0.6135 -0.4047 0.6579 -0.2087
H -2.79047 0.45107 -1.01950 -0.4874 0.0386 -0.1657 -0.0300
H -3.04495 1.97102 -1.47535 -0.1886 -0.3403 0.1236 0.0288
O -2.37857 1.28896 -1.36722 0.4530 0.3347 -0.3065 -0.1145
H 3.89405 -1.08593 -0.52690 -0.5756 -0.6646 0.3411 0.0575
H -3.50532 -1.79046 -0.56432 -0.1476 -0.4074 -0.3883 -0.0367
O -3.43792 -0.86038 -0.37492 0.4005 0.1368 0.5903 -0.3115
```
Positions in Å, forces in eV/Å.


# 2
C3H16NO7 as an isolated structure in a non-equilibrium geometry. Source: the Open Molecules 2025 dataset; level of theory: wB97M-V/def2-TZVPD.

Summary:
HOMO-LUMO gap (eV): 8.481
Max |F| (Eh/bohr): 0.134
LUMO level (Eh): 0.1239
2S+1: 1
Energy above the lowest of the compared OMol25 structures with the same formula, charge and spin (kcal per mole): 109.2
Charge: -1
HOMO level (eV): -5.109

Structure (XYZ):
```
27
Properties=species:S:1:pos:R:3:forces:R:3:lowdin_charge:R:1
C 1.67454 0.92379 0.85394 3.2666 5.0537 3.4047 -0.2377
N 2.31199 1.58724 -0.22803 -1.4528 -3.5155 0.4585 0.0153
C 2.17378 0.94870 -1.52097 -2.2426 -0.9775 0.0331 -0.2059
C 0.78135 0.20153 -1.76819 -0.1355 0.6713 2.2580 -0.3032
O 0.99633 -1.09471 -1.25180 -0.1069 0.1556 -0.3327 -0.2661
O 1.80891 1.52391 1.96667 -1.1150 -1.8225 -2.2291 -0.0743
H 1.27620 -0.07645 0.86330 -0.2047 -0.2843 -1.1212 0.1132
H 2.39908 2.58669 -0.25425 -0.1676 -0.0346 0.7812 0.1194
H 2.84416 0.08285 -1.74032 0.1614 1.1354 0.2377 0.1164
H 2.19170 1.76547 -2.19149 0.6022 0.5620 -1.3648 0.0801
H 0.68842 0.29290 -2.85717 -0.5794 -0.5364 -0.1590 0.0865
H -0.23087 0.71718 -1.23260 2.9985 -0.7926 -1.4664 0.1516
H -1.34756 -2.51585 -1.46302 -0.4549 1.5611 0.4535 0.0517
H -0.07583 -1.55748 -1.09640 0.7569 1.4600 -0.5994 -0.0297
O -1.28168 -1.56351 -1.18087 -0.5003 -3.1230 -0.1571 -0.2878
H -2.46758 -0.67688 1.74335 -3.9109 -0.3923 1.0863 -0.0140
H -1.61388 -0.64885 0.49055 0.2486 -0.0192 3.3702 0.0802
O -1.59316 -0.57120 1.56023 3.8450 -0.0634 -4.0194 -0.0851
H 0.82214 -2.69512 1.55653 -1.8428 -0.9931 2.3461 0.0973
H -0.49624 -2.22400 1.70671 -2.0809 1.3988 -0.1822 -0.0635
O 0.00977 -2.83254 2.21092 3.9674 -0.4663 -2.0801 -0.1131
H -3.30427 -0.04377 -0.87577 1.5485 1.8282 0.2886 0.0902
H -1.88365 -0.13796 -1.06933 0.9259 -0.6971 -0.9370 -0.0925
O -2.48193 0.55834 -0.79370 -3.4515 -0.2978 -0.0490 -0.1379
H -1.46557 1.59398 1.57058 -0.3636 -0.7753 -0.6963 -0.0293
H -0.55988 1.65771 2.76259 -0.1316 0.3273 -0.4086 0.0227
O -1.17625 2.19804 2.23854 0.4200 0.6374 1.0846 -0.0844
```
Positions in Å, forces in eV/Å.


# 3
A 5-piece molecular cluster, C3H17Br2N3O3 overall in a non-equilibrium geometry. Source: the Open Molecules 2025 dataset; level of theory: wB97M-V/def2-TZVPD.

Summary:
HOMO-LUMO gap (eV): 7.492
Max |F| (Eh/bohr): 0.020
LUMO level (Eh): -0.2430
2S+1: 1
Energy above the lowest of the compared OMol25 structures with the same formula, charge and spin (kcal per mole): 14.8
Charge: +2
HOMO level (eV): -14.104

Structure (XYZ):
```
28
Properties=species:S:1:pos:R:3:forces:R:3:lowdin_charge:R:1
N -0.28480 1.15114 -2.79673 -0.7214 -0.6634 -0.3024 0.3084
H 0.18251 0.75810 -3.61491 0.2082 0.3423 0.0161 0.1514
H -0.31085 0.39961 -2.05580 0.3638 0.5180 0.1943 0.0875
H -1.24497 1.36055 -3.08370 0.0722 0.1658 0.1515 0.1568
H 0.16694 2.00453 -2.46711 0.1114 -0.0991 0.0619 0.1621
N 2.65677 -1.77939 -1.27290 0.5011 -0.2365 0.1221 0.2939
H 2.68552 -2.77482 -1.03455 -0.3973 0.1044 0.0471 0.1562
H 1.78736 -1.26693 -0.92959 -0.0479 -0.1116 0.2724 0.0795
H 2.72204 -1.70368 -2.28743 0.1742 0.0457 0.0490 0.1453
H 3.50173 -1.39029 -0.84142 -0.1646 0.2623 -0.1365 0.1608
N -3.30074 -2.60798 -1.64680 -0.1069 -0.3090 -0.0842 0.3027
H -2.84228 -1.76889 -1.21026 0.2294 0.0930 0.1593 0.0820
H -2.60703 -3.11451 -2.19872 -0.0417 0.0761 -0.0265 0.1503
H -4.07637 -2.34496 -2.25894 0.0073 0.0308 0.1107 0.1586
H -3.64532 -3.25604 -0.93330 -0.0703 0.1926 0.0375 0.1605
O -0.62892 -0.41350 1.30882 -0.1761 -0.5897 -0.2135 0.1380
C -0.62706 -0.49607 -0.02359 -0.5533 0.5309 0.3929 -0.7169
O -1.74306 -0.59688 -0.62416 0.9291 -0.3427 -0.2276 -0.0549
O 0.50878 -0.34401 -0.56166 -0.3965 -0.2680 -0.8368 -0.0707
H -1.52494 -0.64407 1.59688 0.0390 0.2666 0.2404 0.1415
Br 2.58127 0.69537 3.79887 0.1960 -0.1798 0.0802 0.6325
C 1.32534 2.13677 4.07608 -0.2897 0.4951 -0.5835 -0.6936
C 0.79134 2.53140 2.71237 0.1986 0.1137 -0.1325 -0.7399
Br -0.34336 4.11353 2.83407 -0.0349 -0.2295 0.0266 0.6307
H 1.84579 3.00110 4.47748 0.1537 -0.2444 0.3083 0.0602
H 0.56337 1.78070 4.75767 -0.0511 0.0345 0.0403 0.0604
H 0.24167 1.74486 2.20715 -0.1545 -0.0276 0.2001 0.0154
H 1.61926 2.82435 2.07217 0.0219 0.0295 0.0327 0.0411
```
Positions in Å, forces in eV/Å.


# 4
A 5-piece molecular cluster, C3H17N2O3 overall in a non-equilibrium geometry. Source: the Open Molecules 2025 dataset; level of theory: wB97M-V/def2-TZVPD.

Summary:
HOMO-LUMO gap (spin up / spin down) (eV): 10.383 / 4.645
Max |F| (Eh/bohr): 0.089
LUMO level (spin up / spin down) (Eh): 0.0279 / -0.1402
2S+1: 2
Energy above the lowest of the compared OMol25 structures with the same formula, charge and spin (kcal per mole): 37.5
HOMO level (spin up / spin down) (eV): -9.624 / -8.461
Expectation value of S²: 0.7594

Structure (XYZ):
```
25
Properties=species:S:1:pos:R:3:forces:R:3:lowdin_charge:R:1
N 0.23968 -2.08755 0.19051 -1.7691 0.6051 -0.0953 0.1101
C -1.15489 -1.77647 0.34500 -1.1550 -0.7037 0.2165 -0.3218
C -2.17112 -2.35736 -0.67663 0.1956 0.0094 0.0901 -0.0874
N 2.17367 0.39599 0.98439 1.3759 1.7789 2.8934 -0.0729
C 2.52099 1.51632 0.04684 -0.7566 -0.0907 -0.6862 -0.1883
H -2.12455 -3.48259 -0.59328 -0.1298 1.1783 -0.3197 0.0891
H 0.44626 -1.99229 -0.78916 0.7257 0.1022 -0.3324 0.0748
H 0.66456 -1.35371 0.73920 1.4734 -0.1582 -0.0183 0.0453
H -1.19475 -0.66813 0.59061 -0.3925 0.0244 -0.4051 0.1120
H -1.50559 -2.19002 1.28805 0.1416 -0.0046 0.5476 0.1089
H -2.06529 -2.00918 -1.71312 0.5951 -0.3116 0.2714 0.0558
H -3.19656 -2.01768 -0.44850 0.4402 -0.2950 0.4204 0.0729
H 1.24798 0.60546 1.56649 2.2119 -0.0948 -1.8134 0.0576
H 3.37152 2.17197 0.27360 0.3890 -0.8745 0.4236 0.0639
H 2.65315 1.10635 -0.97064 -0.0723 0.2889 0.4087 0.0685
H 1.74656 2.26165 0.03986 -0.8631 0.0061 -0.4008 0.0369
H -0.81753 2.11289 0.57673 -0.0624 0.7578 -1.3451 -0.0632
H -1.37877 3.40566 -0.32358 1.0329 -1.5444 0.0056 0.0470
O -0.80478 2.58821 -0.35359 -1.0815 1.4466 0.0815 -0.1690
H -0.34084 0.72642 -1.57399 -0.5256 3.9602 2.2006 -0.0369
H -0.21895 0.08097 -2.83991 0.0996 0.0162 -1.7599 0.0365
O -0.24959 -0.09824 -1.92525 0.4178 -3.7193 -0.4531 0.0129
H -0.38714 1.39043 2.39216 -0.1843 0.6843 2.8773 -0.0167
H 3.02103 0.50945 1.66747 -2.2982 -1.0633 -1.0742 0.0957
O -0.47505 1.16147 1.50674 0.1915 -1.9983 -1.7332 -0.1319
```
Positions in Å, forces in eV/Å.